No. 1
C17H15N3O in the gas phase at a distorted geometry. Source: the OMol25 dataset; level of theory: the ωB97M-V functional and the def2-TZVPD basis.

Geometry as XYZ:
```
36
C17H15N3O the ωB97M-V functional and the def2-TZVPD basis
O 2.04 0.51 3.26
C 1.82 -0.37 2.43
N 2.10 -1.67 2.67
C 1.39 -2.56 1.70
C 0.80 -1.49 0.75
C 1.06 -0.24 1.22
C 0.67 1.07 0.64
C -0.75 1.40 0.98
C -1.04 2.10 2.15
C -2.34 2.52 2.48
C -3.35 2.21 1.62
C -3.09 1.52 0.42
C -1.82 1.14 0.10
N 1.01 1.18 -0.81
C 0.83 0.19 -1.79
C 1.07 0.61 -3.11
C 0.96 -0.32 -4.16
C 0.63 -1.65 -3.91
C 0.32 -2.07 -2.62
C 0.38 -1.17 -1.57
N 0.04 -1.80 -0.39
H 2.15 -1.97 3.65
H 0.56 -3.07 2.16
H 2.03 -3.22 1.17
H 1.28 1.86 1.11
H -0.25 2.25 2.86
H -2.57 2.97 3.45
H -4.38 2.52 1.83
H -3.90 1.37 -0.28
H -1.68 0.60 -0.83
H 1.14 2.14 -1.13
H 1.39 1.63 -3.30
H 1.18 0.02 -5.17
H 0.56 -2.37 -4.70
H 0.02 -3.11 -2.48
H -0.23 -2.75 -0.45
```

Values from the calculation:
E_LUMO: 0.0220 Eh
Spin multiplicity: 1
Orbital gap: 0.2985 hartree
Energy relative to the best compared isomer or geometry (same formula, charge and spin): 98.1 kJ/mol
Net charge: 0
Calculated total energy: -24390.1250 eV

Atomic partial charges in e from the Mulliken method, atoms 1 to 2: number 1, O, carries -0.6637; number 2, C, carries -0.4176


No. 2
C22H29ClN4O2 in the gas phase. Source: the OMol25 dataset; level of theory: the ωB97M-V functional and the def2-TZVPD basis.

Geometry as XYZ:
```
58
C22H29ClN4O2 the ωB97M-V functional and the def2-TZVPD basis
O -1.49 -2.04 -0.59
C -0.88 -2.13 0.45
C -1.50 -1.76 1.79
C -1.51 -0.23 1.96
N -2.15 0.38 0.81
N -3.46 0.28 0.77
C -4.12 0.66 -0.28
C -5.58 0.53 -0.23
C -6.22 0.51 1.00
C -7.60 0.38 1.09
C -8.34 0.28 -0.08
Cl -10.06 0.13 0.02
C -7.72 0.28 -1.32
C -6.35 0.40 -1.39
C -3.43 1.19 -1.42
C -2.09 1.31 -1.37
C -1.35 0.88 -0.21
O -0.14 0.95 -0.06
N 0.39 -2.58 0.53
C 1.17 -2.99 -0.62
C 2.55 -2.34 -0.63
C 2.47 -0.83 -0.90
N 3.57 -0.12 -0.27
C 4.82 -0.35 -0.96
C 6.05 0.16 -0.21
C 6.21 1.68 -0.27
C 5.43 2.44 0.81
C 4.06 1.83 1.14
C 3.29 1.29 -0.06
H -0.97 -2.21 2.63
H -2.54 -2.11 1.78
H -2.08 0.05 2.85
H -0.50 0.16 2.01
H -5.63 0.59 1.90
H -8.09 0.38 2.05
H -8.31 0.18 -2.22
H -5.87 0.38 -2.36
H -3.99 1.51 -2.29
H -1.51 1.70 -2.19
H 0.87 -2.57 1.41
H 0.60 -2.70 -1.51
H 1.27 -4.08 -0.61
H 3.16 -2.84 -1.38
H 3.02 -2.49 0.35
H 1.55 -0.45 -0.48
H 2.44 -0.65 -1.99
H 4.93 -1.43 -1.08
H 4.81 0.10 -1.97
H 6.02 -0.17 0.83
H 6.93 -0.30 -0.67
H 5.90 2.02 -1.26
H 7.27 1.94 -0.16
H 6.02 2.47 1.73
H 5.29 3.47 0.47
H 4.19 1.00 1.84
H 3.46 2.59 1.64
H 3.51 1.89 -0.96
H 2.22 1.39 0.14
```

Values from the calculation:
E_LUMO: 0.0020 Eh
Spin multiplicity: 1
Orbital gap: 0.3028 hartree
Energy relative to the best compared isomer or geometry (same formula, charge and spin): 152.8 kJ/mol
Net charge: 0
Calculated total energy: -45863.0220 eV

Atomic partial charges in e from the Mulliken method, atoms 1 to 2: number 1, O, carries -0.6678; number 2, C, carries 0.5058


No. 3
C3H3NO in the gas phase at a distorted geometry. Source: the OMol25 dataset; level of theory: the ωB97M-V functional and the def2-TZVPD basis.

Geometry as XYZ:
```
8
C3H3NO the ωB97M-V functional and the def2-TZVPD basis
N -1.02 0.22 2.31
C -0.49 0.35 1.30
C 0.19 0.50 0.01
C 0.10 -0.74 -0.87
O 0.01 -0.67 -2.06
H -0.21 1.35 -0.55
H 1.26 0.70 0.20
H 0.15 -1.71 -0.34
```

Values from the calculation:
E_LUMO: 0.0180 Eh
Spin multiplicity: 1
Orbital gap: 0.4157 hartree
Energy relative to the best compared isomer or geometry (same formula, charge and spin): 24.0 kJ/mol
Net charge: 0
Calculated total energy: -6696.2435 eV

Atomic partial charges in e from the Mulliken method, atoms 1 to 2: number 1, N, carries -0.3468; number 2, C, carries 0.1866


No. 4
A molecular structure, C15H25F5MoN3O3P at a distorted geometry. Source: the OMol25 dataset; level of theory: the ωB97M-V functional and the def2-TZVPD basis.

Geometry as XYZ:
```
53
C15H25F5MoN3O3P the ωB97M-V functional and the def2-TZVPD basis
Mo 9.47 9.12 4.62
O 10.58 12.75 2.91
C 10.13 11.82 3.61
O 10.46 10.57 3.35
C 9.14 12.02 4.68
C 8.43 13.19 4.97
C 7.66 13.27 6.10
C 7.59 12.17 7.02
C 8.26 11.04 6.61
N 8.85 10.96 5.41
H 8.55 14.12 4.36
H 7.07 14.18 6.24
H 7.04 12.18 7.95
H 8.44 10.21 7.31
C 13.41 10.24 4.03
P 12.79 10.14 5.71
C 14.07 9.21 6.53
C 12.90 11.79 6.53
O 11.44 9.37 5.93
H 14.46 10.04 3.99
H 13.18 11.23 3.69
H 12.94 9.43 3.35
H 15.00 9.77 6.54
H 14.28 8.29 6.00
H 13.69 8.83 7.51
H 13.88 12.21 6.51
H 12.45 11.66 7.52
H 12.13 12.44 6.01
F 11.51 7.82 2.78
C 10.59 7.41 3.72
F 9.71 6.52 3.01
C 11.29 6.48 4.75
F 10.70 6.59 5.99
F 12.62 6.80 4.94
F 11.27 5.13 4.42
C 5.41 6.46 5.51
C 6.31 6.67 4.29
C 7.25 5.42 4.26
C 5.35 7.00 3.16
N 7.11 7.92 4.42
N 7.82 7.96 5.65
H 4.68 5.60 5.35
H 4.78 7.39 5.58
H 5.96 6.34 6.43
H 6.57 4.52 4.35
H 7.97 5.31 5.11
H 7.69 5.47 3.29
H 4.64 6.18 3.17
H 5.85 6.96 2.22
H 4.83 7.91 3.37
H 6.47 8.68 4.49
H 8.16 7.00 5.85
H 7.13 8.13 6.41
```

Values from the calculation:
E_LUMO (spin up / spin down): -0.3821 / -0.3471 Eh
Spin multiplicity: 3
Orbital gap (spin up / spin down): 0.2323 / 0.2710 hartree
Energy relative to the best compared isomer or geometry (same formula, charge and spin): 118.2 kJ/mol
Net charge: +2
Calculated total energy: -51287.7867 eV

Atomic partial charges in e from the Mulliken method, atoms 1 to 2: number 1, Mo, carries 0.7719; number 2, O, carries -0.5633